Run one
DFT (the ωB97M-V functional and the def2-TZVPD basis) results for one molecule with the formula C2H7N3OS.

Orbital gap ... 8.945 eV
SMILES ... CONC(=S)NN
Lowest unoccupied orbital energy ... 0.024 Eh
Highest occupied orbital energy ... -0.30521 hartree

Atoms and positions in Å:
1 S -0.19826 2.28954 -0.17934
2 O -1.54966 -0.35844 -0.74252
3 N 2.35783 -0.67789 -0.11450
4 N -0.26328 -0.36913 -0.20616
5 N 1.74964 0.54133 0.05434
6 C 0.44189 0.78514 -0.12984
7 C -2.52937 -0.24908 0.27690
8 H 2.83618 -0.94365 0.71426
9 H 0.30754 -1.20029 -0.35657
10 H 2.25450 1.42563 0.00832
11 H -2.49680 -1.07984 0.97429
12 H -3.48449 -0.25724 -0.23112
13 H -2.39402 0.70709 0.80669
14 H 2.96830 -0.61315 -0.87474

natural (NBO) population analysis, charges in e, atoms 1 to 8: atom 1 (S): -0.244, atom 2 (O): -0.358, atom 3 (N): -0.651, atom 4 (N): -0.344, atom 5 (N): -0.460, atom 6 (C): 0.239, atom 7 (C): -0.255, atom 8 (H): 0.363

---

Run two
DFT (the ωB97M-V functional and the def2-TZVPD basis) results for one molecule with the formula C2H7N3OS.

Orbital gap ... 9.406 eV
SMILES ... C/N=C(\NO)NS
Lowest unoccupied orbital energy ... 0.025 Eh
Highest occupied orbital energy ... -0.32042 hartree

Atoms and positions in Å:
1 S 0.20838 -1.26443 2.77788
2 O -1.82735 0.00010 -0.60932
3 N -1.01522 0.43847 0.49253
4 N 0.96145 -0.25509 1.54974
5 N 0.90903 -0.21681 -0.73325
6 C 0.53968 0.23546 -2.07033
7 C 0.27680 -0.01490 0.37802
8 H -2.13686 0.84398 -0.99719
9 H 1.42317 0.29241 -2.69643
10 H -0.10822 -0.51418 -2.49845
11 H -1.48162 0.30110 1.36343
12 H 0.38567 -0.42751 3.83676
13 H 1.85273 -0.62873 1.31410
14 H 0.01238 1.21015 -2.10749

natural (NBO) population analysis, charges in e, atoms 1 to 8: atom 1 (S): 0.129, atom 2 (O): -0.550, atom 3 (N): -0.362, atom 4 (N): -0.726, atom 5 (N): -0.538, atom 6 (C): -0.421, atom 7 (C): 0.523, atom 8 (H): 0.473

---

Run three
DFT (the ωB97M-V functional and the def2-TZVPD basis) results for one molecule with the formula C2H7N3OS.

Orbital gap ... 9.195 eV
SMILES ... CONC(=S)NN
Lowest unoccupied orbital energy ... 0.026 Eh
Highest occupied orbital energy ... -0.31236 hartree

Atoms and positions in Å:
1 S -1.00397 -0.91837 -2.89032
2 O 0.79889 0.81976 -0.02161
3 N 0.02260 -1.73235 -0.55569
4 N -0.34650 0.54697 -0.82732
5 N 0.10591 -1.70966 0.87927
6 C -0.41205 -0.73579 -1.34605
7 C 0.38516 1.68609 1.00531
8 H -0.43555 1.22939 -1.56603
9 H -0.09193 -2.69549 -0.89972
10 H 1.26107 1.88989 1.66967
11 H -0.76594 -1.26127 1.21033
12 H 0.04007 2.68356 0.58072
13 H 0.91566 -1.12416 1.11801
14 H -0.47343 1.32143 1.64344

natural (NBO) population analysis, charges in e, atoms 1 to 8: atom 1 (S): -0.229, atom 2 (O): -0.395, atom 3 (N): -0.443, atom 4 (N): -0.359, atom 5 (N): -0.635, atom 6 (C): 0.242, atom 7 (C): -0.267, atom 8 (H): 0.397

---

Run four
DFT (the ωB97M-V functional and the def2-TZVPD basis) results for one molecule with the formula C2H7N3OS.

Orbital gap ... 8.868 eV
SMILES ... N/N=C(/CO)NS
Lowest unoccupied orbital energy ... 0.012 Eh
Highest occupied orbital energy ... -0.31367 hartree

Atoms and positions in Å:
1 S -1.83750 -1.65900 0.36835
2 O 2.51418 -0.98736 -0.17459
3 N -0.42338 -1.14189 -0.52284
4 N -0.38100 1.21767 0.27393
5 N -1.73066 1.44308 -0.05780
6 C 0.21175 0.05595 0.00311
7 C 1.66703 -0.04476 0.66142
8 H 1.79202 -0.49855 1.67585
9 H 2.30409 -0.42101 -1.09861
10 H -2.20218 1.24485 -1.09811
11 H -1.91020 2.53264 0.12502
12 H -2.70817 -0.88114 -0.22805
13 H 2.34744 0.87851 0.74400
14 H 0.35657 -1.73898 -0.67167

natural (NBO) population analysis, charges in e, atoms 1 to 8: atom 1 (S): 0.192, atom 2 (O): -0.725, atom 3 (N): -0.794, atom 4 (N): -0.261, atom 5 (N): -0.693, atom 6 (C): 0.295, atom 7 (C): -0.136, atom 8 (H): 0.204

---

Most favorable structure: run two. The second most favorable one is 0.0025 hartree above it.

---

Run one
DFT (the ωB97M-V functional and the def2-TZVPD basis) results for one molecule with the formula C5H8O2S.

Orbital gap ... 9.599 eV
SMILES ... O[C@@H]1COC=CSC1
Lowest unoccupied orbital energy ... 0.028 Eh
Highest occupied orbital energy ... -0.32460 hartree

Atoms and positions in Å:
1 S -1.53209 0.07106 0.66859
2 O 1.00853 -1.13374 -0.54178
3 O 0.14988 0.88525 -1.94111
4 C -0.45067 1.43956 0.38785
5 C -0.48710 -1.28742 1.28443
6 C 1.59502 0.11752 -0.39720
7 C 0.63234 -1.70264 0.65012
8 C 0.58551 1.18041 -0.65053
9 H -1.20376 2.24160 0.08282
10 H 0.01435 1.87938 1.31339
11 H 2.42547 0.22431 -1.05578
12 H 1.01310 -2.69978 0.77249
13 H 2.10866 0.22109 0.55245
14 H -0.60498 0.13193 -1.73125
15 H 1.26673 2.06031 -0.56606
16 H -1.02395 -1.69246 2.14963

natural (NBO) population analysis, charges in e, atoms 1 to 8: atom 1 (S): 0.211, atom 2 (O): -0.523, atom 3 (O): -0.707, atom 4 (C): -0.580, atom 5 (C): -0.413, atom 6 (C): -0.080, atom 7 (C): 0.116, atom 8 (C): 0.038

---

Run two
DFT (the ωB97M-V functional and the def2-TZVPD basis) results for C5H8O2S as an isolated structure.

Orbital gap ... 9.388 eV
Lowest unoccupied orbital energy ... 0.001 Eh
Highest occupied orbital energy ... -0.34354 hartree

Atoms and positions in Å:
1 S -1.79099 -1.52149 -0.31562
2 O 2.45069 -1.40752 0.46267
3 O 1.59166 0.56578 -1.24664
4 C -0.44214 0.96148 -0.30412
5 C -0.52988 -0.37178 -1.01129
6 C 1.28911 -0.97441 0.66640
7 C 0.67847 -0.01194 -0.33728
8 C -1.20602 1.34032 0.92510
9 H -0.45442 0.45249 1.93086
10 H -0.52068 -0.57324 -2.10208
11 H -2.48551 1.08684 0.74952
12 H -0.91963 2.71838 1.17271
13 H 0.83027 -1.44999 1.67442
14 H 2.42057 -0.02012 -1.00626
15 H -0.14807 1.73630 -0.97244
16 H -0.76341 -2.53110 -0.28595

natural (NBO) population analysis, charges in e, atoms 1 to 8: atom 1 (S): -0.041, atom 2 (O): -0.546, atom 3 (O): -0.694, atom 4 (C): -0.287, atom 5 (C): -0.326, atom 6 (C): 0.390, atom 7 (C): 0.075, atom 8 (C): -0.602

---

Run three
DFT (the ωB97M-V functional and the def2-TZVPD basis) results for one molecule with the formula C5H8O2S.

Orbital gap ... 9.427 eV
SMILES ... OC(=S)C1(O)CCC1
Lowest unoccupied orbital energy ... 0.008 Eh
Highest occupied orbital energy ... -0.33807 hartree

Atoms and positions in Å:
1 S -0.00818 1.76334 1.08836
2 O -0.50783 -1.96717 -0.13646
3 O 0.17012 -0.71776 2.00212
4 C 0.26365 0.35597 -2.23729
5 C 1.09640 -0.56051 -1.31445
6 C -1.00137 0.02084 -1.34363
7 C 0.01987 0.10827 1.01347
8 C -0.07985 -0.66271 -0.25040
9 H 1.99643 -0.02920 -0.99816
10 H 1.27352 -1.52035 -1.72945
11 H 0.31966 -0.13163 2.75354
12 H -0.19220 -2.23888 0.70653
13 H 0.56141 1.36766 -2.10428
14 H -1.65204 -0.78390 -1.77603
15 H -1.50405 1.00668 -1.14053
16 H 0.23772 0.02455 -3.25703

natural (NBO) population analysis, charges in e, atoms 1 to 8: atom 1 (S): -0.134, atom 2 (O): -0.688, atom 3 (O): -0.649, atom 4 (C): -0.405, atom 5 (C): -0.390, atom 6 (C): -0.396, atom 7 (C): 0.263, atom 8 (C): 0.114

---

Run four
DFT (the ωB97M-V functional and the def2-TZVPD basis) results for one molecule with the formula C5H8O2S.

Orbital gap ... 8.960 eV
SMILES ... C/C=C(/CO)C(O)=S
Lowest unoccupied orbital energy ... 0.002 Eh
Highest occupied orbital energy ... -0.32770 hartree

Atoms and positions in Å:
1 S 0.77349 2.11949 1.80898
2 O -0.72356 -0.02106 1.92878
3 O 2.56985 -0.63687 0.21126
4 C 1.81591 0.14340 -0.64614
5 C -0.63397 -0.27187 -0.90914
6 C 0.13380 0.71444 1.23723
7 C -2.11536 -0.30985 -0.66997
8 C 0.35626 0.20603 -0.17107
9 H 2.28021 -1.50557 0.33795
10 H -2.35314 0.23683 0.24179
11 H 2.29636 1.10739 -0.57011
12 H -0.33379 -0.81372 -1.79983
13 H 1.88933 -0.15172 -1.71331
14 H -0.75955 0.44338 2.76985
15 H -2.69911 0.05993 -1.52960
16 H -2.49671 -1.32023 -0.52667

natural (NBO) population analysis, charges in e, atoms 1 to 8: atom 1 (S): -0.105, atom 2 (O): -0.646, atom 3 (O): -0.711, atom 4 (C): -0.069, atom 5 (C): -0.103, atom 6 (C): 0.231, atom 7 (C): -0.658, atom 8 (C): -0.153

---

Most favorable structure: run four. The second most favorable one is 0.0107 hartree above it.

---

Run one
DFT (the ωB97M-V functional and the def2-TZVPD basis) results for C5H8O2S as an isolated structure.

Orbital gap (alpha / beta) ... 8.317 / 8.311 eV
Lowest unoccupied orbital energy (alpha / beta) ... -0.044 / -0.044 Eh
Highest occupied orbital energy (alpha / beta) ... -0.34974 / -0.34960 hartree

Atoms and positions in Å:
1 S -2.85007 0.44616 1.88004
2 O -0.90197 1.33841 1.15293
3 O -3.97606 0.81226 1.04953
4 C -2.12741 -1.03554 1.15417
5 C -0.91051 -0.90195 0.55187
6 C -0.25262 0.43061 0.40803
7 C -0.40770 0.83137 -1.07518
8 C 1.24997 0.31446 0.79688
9 H 1.46720 0.35677 1.78923
10 H -2.67857 -2.02543 1.19303
11 H -1.39183 0.53570 -1.37346
12 H 1.98657 -0.44248 0.34610
13 H 0.43141 0.39629 -1.69214
14 H -0.16039 1.88628 -1.23751
15 H 1.74878 1.24986 0.59424
16 H -0.49232 -1.70416 0.11422

natural (NBO) population analysis, charges in e, atoms 1 to 8: atom 1 (S): 1.410, atom 2 (O): -0.677, atom 3 (O): -0.816, atom 4 (C): -0.540, atom 5 (C): -0.057, atom 6 (C): 0.173, atom 7 (C): -0.616, atom 8 (C): -0.639

---

Run two
DFT (the ωB97M-V functional and the def2-TZVPD basis) results for one molecule with the formula C5H8O2S.

Orbital gap ... 9.207 eV
SMILES ... C=C1SC[C@H](O)[C@@H]1O
Lowest unoccupied orbital energy ... 0.025 Eh
Highest occupied orbital energy ... -0.31383 hartree

Atoms and positions in Å:
1 S -0.87153 0.06897 1.49828
2 O -0.54243 -1.27006 -2.14159
3 O 1.69802 -0.53236 -0.78152
4 C 1.04764 2.04687 1.21360
5 C -0.73516 -0.38390 -1.12964
6 C -0.95996 -1.11859 0.13189
7 C 0.57183 0.40378 -0.73420
8 C 0.41036 0.99073 0.71638
9 H 0.83069 1.17984 -1.37207
10 H -1.54736 0.31623 -1.24044
11 H 1.69171 2.74936 0.58575
12 H -1.93290 -1.60069 0.12187
13 H 0.89873 2.41585 2.20796
14 H 0.50809 -1.44548 -2.05744
15 H -0.20663 -1.94022 0.32468
16 H 2.44929 0.00760 -0.34609

natural (NBO) population analysis, charges in e, atoms 1 to 8: atom 1 (S): 0.258, atom 2 (O): -0.694, atom 3 (O): -0.752, atom 4 (C): -0.444, atom 5 (C): 0.064, atom 6 (C): -0.542, atom 7 (C): 0.040, atom 8 (C): -0.179

---

Most favorable structure: run two. The second most favorable one is 0.0810 hartree above it.

---

Run one
DFT (the ωB97M-V functional and the def2-TZVPD basis) results for one molecule with the formula C21H28N2O3.

Orbital gap ... 8.787 eV
SMILES ... CCOc1ccc(N2C[C@@H](C(=O)NCCC3=CCCCC3)CC2=O)cc1
Lowest unoccupied orbital energy ... 0.025 Eh
Highest occupied orbital energy ... -0.29836 hartree

Atoms and positions in Å:
1 O 3.10899 0.36925 -1.96683
2 O -1.90334 -1.14003 -5.67233
3 O 0.72683 3.19320 2.03459
4 N 1.20717 1.66764 -2.00690
5 N 0.81757 1.17174 1.03461
6 C -0.58304 -2.75700 5.89864
7 C -3.04177 -0.60505 -6.31564
8 C 2.46624 1.32845 -1.60638
9 C 0.42072 0.98113 -2.94866
10 C 0.46080 -0.63225 5.12182
11 C -0.61928 1.63195 -3.60208
12 C 0.81765 -1.35602 3.85283
13 C 0.64553 -0.36660 -3.23171
14 C -0.14917 -1.02886 -4.13907
15 C -1.19963 -0.37921 -4.79092
16 C 0.63259 -2.66159 3.71341
17 C -1.42291 0.96340 -4.51002
18 C 2.93102 2.37417 -0.60236
19 C -4.26303 -0.55066 -5.40175
20 C 1.37482 -0.51146 2.74071
21 C 0.32288 -1.59761 6.29551
22 C 1.02999 2.50178 1.08550
23 C 1.65390 3.09769 -0.18044
24 C 0.07090 -3.55584 4.77527
25 C 0.30346 0.41735 2.15401
26 C 0.73917 2.89966 -1.39790
27 H -0.81605 2.67648 -3.41910
28 H -0.02259 1.14625 2.89782
29 H 0.91410 -3.15356 2.79124
30 H 0.88296 -4.16966 5.18063
31 H -4.08600 0.10632 -4.55367
32 H -0.48530 -0.10124 4.97642
33 H 3.62223 3.04936 -1.11148
34 H 1.22206 0.12049 5.33980
35 H -3.23112 -1.29296 -7.14451
36 H -2.82226 0.38481 -6.73471
37 H 1.75939 -1.15459 1.94523
38 H 0.84398 3.73908 -2.09636
39 H 1.13842 0.63906 0.24138
40 H -0.31203 2.80759 -1.11253
41 H -4.48329 -1.54581 -5.02378
42 H 1.30675 -1.98629 6.56621
43 H -5.12173 -0.18585 -5.95860
44 H 1.45466 -0.88901 -2.75047
45 H -0.08440 -1.07365 7.16217
46 H 0.02509 -2.06895 -4.36351
47 H 2.19911 0.10095 3.11514
48 H -2.21427 1.51474 -4.99277
49 H -1.54098 -2.36091 5.55504
50 H -0.55696 -0.17521 1.82583
51 H 1.81883 4.15657 0.02471
52 H 3.46830 1.90816 0.22288
53 H -0.77424 -3.40534 6.75581
54 H -0.65278 -4.24208 4.32727

natural (NBO) population analysis, charges in e, atoms 1 to 8: atom 1 (O): -0.601, atom 2 (O): -0.492, atom 3 (O): -0.621, atom 4 (N): -0.438, atom 5 (N): -0.621, atom 6 (C): -0.392, atom 7 (C): -0.062, atom 8 (C): 0.676

---

Run two
DFT (the ωB97M-V functional and the def2-TZVPD basis) results for one molecule with the formula C21H28N2O3.

Orbital gap ... 9.393 eV
SMILES ... C=CCOc1cccc(C(=O)N2CCC(CCC(=O)NC3CC3)CC2)c1
Lowest unoccupied orbital energy ... 0.028 Eh
Highest occupied orbital energy ... -0.31678 hartree

Atoms and positions in Å:
1 O -1.92265 3.34587 -0.67290
2 O -5.57629 -0.89220 -0.55833
3 O 4.34203 -0.33104 -2.21442
4 N -0.77679 1.41910 -0.93330
5 N 5.51185 -1.29909 -0.57869
6 C 1.93838 0.65199 -0.31714
7 C -6.68774 -1.54151 0.02858
8 C -4.11081 0.96011 2.26399
9 C 4.77034 -0.27973 -1.07880
10 C 1.56638 2.08177 -0.71592
11 C -1.82260 2.14692 -0.48233
12 C -3.75070 0.55170 -0.44359
13 C -2.89294 1.38976 0.24731
14 C 7.36802 -2.20726 0.84249
15 C 6.12898 -1.38102 0.70269
16 C 4.47910 0.86710 -0.13390
17 C -0.49189 0.05381 -0.56679
18 C 3.15928 0.61667 0.60893
19 C -8.67818 -2.40170 -1.19711
20 C -7.37072 -2.34250 -1.03693
21 C 0.72773 0.00123 0.35712
22 C -3.07909 1.60337 1.60917
23 C -4.79901 -0.09066 0.21688
24 C -4.97139 0.11497 1.58182
25 C 7.46160 -0.71460 0.93006
26 C 0.32372 2.07871 -1.60411
27 H -6.69782 -2.88507 -1.68521
28 H 2.38451 2.55347 -1.25956
29 H 4.39678 1.77793 -0.72635
30 H 5.29246 0.98332 0.58127
31 H -9.35479 -1.85590 -0.55996
32 H -5.77077 -0.36824 2.12148
33 H 3.20725 -0.36106 1.09588
34 H 0.00628 3.09764 -1.83186
35 H 5.42656 -1.38739 1.53065
36 H -3.63192 0.38780 -1.50350
37 H 5.69783 -2.04819 -1.23263
38 H 7.65404 -0.26096 1.88980
39 H -9.12814 -3.00505 -1.96605
40 H -7.38006 -0.80866 0.46401
41 H -6.34462 -2.21974 0.82762
42 H 0.94438 -1.03956 0.60491
43 H -0.27912 -0.51421 -1.48045
44 H -4.25771 1.11753 3.32247
45 H -1.36026 -0.38556 -0.07492
46 H 7.75576 -2.68449 -0.04484
47 H 7.49709 -2.78936 1.74160
48 H 7.90289 -0.18906 0.09741
49 H 2.17651 0.08949 -1.22560
50 H 0.53562 1.54641 -2.53763
51 H -2.42042 2.27239 2.14112
52 H 1.36190 2.67219 0.18053
53 H 0.49581 0.53169 1.28409
54 H 3.04336 1.37088 1.39095

natural (NBO) population analysis, charges in e, atoms 1 to 8: atom 1 (O): -0.619, atom 2 (O): -0.509, atom 3 (O): -0.628, atom 4 (N): -0.433, atom 5 (N): -0.621, atom 6 (C): -0.244, atom 7 (C): -0.108, atom 8 (C): -0.182

---

Most favorable structure: run one. The second most favorable one is 0.0541 hartree above it.